Entry 1:
Below is a cluster of 7 separate species, C16H46ClN2O14 in total, with properties calculated with wB97M-V/def2-TZVPD.

```
79
Properties=species:S:1:pos:R:3:forces:R:3
Cl 0.863 -0.592 1.666 3.2 -0.4 -0.5
O 2.140 -0.053 1.224 -0.3 0.3 0.4
O 1.041 -1.988 1.887 -0.1 -1.1 0.7
O 0.433 0.069 2.847 -0.7 0.6 1.2
O -0.065 -0.433 0.631 -2.4 0.7 -1.9
C -1.926 2.927 5.247 0.8 0.8 -0.2
O -1.394 3.696 4.156 -0.5 -0.7 0.7
C -1.842 3.168 2.943 0.0 0.5 -1.0
C -1.415 4.145 1.854 1.7 0.0 0.2
N 0.058 4.038 1.544 -1.5 0.4 0.0
C 0.297 3.001 0.554 0.2 0.3 -1.2
C 0.199 3.584 -0.890 0.1 -1.6 1.1
O 1.301 4.449 -1.144 -0.9 -0.5 -1.3
C 1.132 5.126 -2.397 0.2 1.6 0.8
H -1.665 1.870 5.196 0.1 0.0 -0.2
H -3.012 3.016 5.275 -0.2 0.0 0.1
H -1.468 3.379 6.127 -0.2 -0.2 0.1
H -2.931 3.153 2.901 -0.4 -0.2 0.2
H -1.472 2.153 2.797 0.1 -0.2 -0.1
H -1.587 5.121 2.309 0.0 0.2 -0.3
H -1.936 4.078 0.899 -0.7 -0.2 0.2
H 0.269 4.862 1.000 0.4 0.7 0.6
H -0.471 2.231 0.635 0.4 -0.4 0.1
H 1.304 2.618 0.716 -0.1 -0.5 -0.2
H -0.808 3.992 -0.972 0.0 1.1 -0.1
H 0.142 2.756 -1.596 0.6 -0.2 -0.3
H 2.054 5.665 -2.616 0.1 -0.1 0.2
H 0.366 5.884 -2.232 -0.2 0.3 -0.1
H 0.850 4.653 -3.337 0.0 -1.2 0.4
C -2.321 -6.678 -3.414 0.1 0.2 0.1
O -1.375 -5.694 -2.988 -0.8 -0.8 0.3
C -0.166 -5.690 -3.715 0.0 0.2 -0.3
C 0.888 -4.782 -3.100 0.0 0.4 0.2
N 0.378 -3.402 -3.104 -0.2 -0.2 -0.5
C 0.882 -2.528 -2.041 1.7 -0.6 0.0
C 2.415 -2.142 -2.288 -2.7 1.3 1.0
O 2.443 -0.978 -3.165 0.9 0.1 0.6
C 2.228 0.324 -2.497 -0.2 -1.8 -0.4
H -1.889 -7.673 -3.526 0.4 -0.1 0.3
H -2.797 -6.486 -4.375 0.2 0.6 -0.3
H -3.131 -6.745 -2.688 0.2 0.2 0.2
H -0.391 -5.276 -4.698 0.1 0.1 -0.4
H 0.201 -6.703 -3.885 0.1 -0.2 0.3
H 1.769 -4.942 -3.721 0.2 0.4 -0.3
H 1.222 -5.033 -2.094 -0.3 -0.6 0.3
H -0.616 -3.572 -3.041 -0.3 0.9 0.2
H 0.784 -2.987 -1.058 0.3 -0.6 0.3
H 0.322 -1.613 -1.849 -0.1 0.1 -0.9
H 3.021 -3.000 -2.580 -0.1 0.3 -1.0
H 2.783 -1.914 -1.288 0.2 0.5 0.1
H 2.607 1.138 -3.115 0.3 -0.4 -0.2
H 2.694 0.324 -1.512 -0.1 0.1 0.0
H 1.151 0.477 -2.425 -0.1 0.0 0.4
O 1.606 -4.597 2.943 0.2 -0.5 0.3
H 0.965 -5.212 2.588 -0.1 -0.1 -0.1
H 1.336 -3.745 2.601 -0.1 0.6 -0.2
O -2.612 -0.267 3.708 -0.4 0.0 0.3
H -1.731 -0.292 3.335 0.7 0.0 -0.2
H -3.172 0.007 2.981 -0.1 0.0 -0.2
C 2.834 4.615 3.346 -0.3 -1.8 0.3
C 3.768 3.780 2.441 -1.3 1.4 -0.2
O 4.016 2.514 2.937 0.8 -0.4 0.3
O 1.724 3.824 3.770 1.0 0.3 1.5
H 2.548 5.566 2.896 -0.1 0.1 -0.3
H 3.398 4.812 4.258 -0.2 0.2 0.2
H 4.696 4.343 2.339 0.3 -0.2 -0.1
H 3.267 3.770 1.473 0.2 -0.3 -0.5
H 3.269 1.929 2.793 -0.3 0.0 0.0
H 1.055 3.547 3.139 0.1 0.8 -1.0
C -3.681 -2.213 -1.867 2.0 0.2 0.6
C -2.547 -2.460 -0.821 -0.2 -0.8 -1.0
O -2.237 -3.877 -0.811 -0.9 0.8 0.6
O -3.159 -2.543 -3.153 -0.2 -0.2 -0.2
H -3.915 -1.149 -1.914 -0.5 0.0 0.5
H -4.509 -2.885 -1.640 -0.3 0.3 0.3
H -2.879 -2.060 0.137 0.1 -0.6 0.2
H -1.568 -2.036 -1.043 -0.5 1.0 -0.3
H -2.156 -4.065 -1.749 0.2 -0.6 -0.2
H -3.877 -2.304 -3.745 0.2 -0.2 -0.5
```
Positions in Å, forces in eV/Å.

Results
- LUMO level: 2.2457 eV
- Charge: -1
- HOMO-LUMO gap: 8.458 eV
- HOMO energy: -6.2 eV
- Spin multiplicity: 1



Entry 2:
Below is the molecule C18H22FN5O, with properties calculated with wB97M-V/def2-TZVPD.

```
47
Properties=species:S:1:pos:R:3:forces:R:3
C 0.303 2.212 2.398 2.5 0.0 0.0
C 0.280 1.000 1.470 2.2 -0.3 1.7
N 0.145 -0.252 2.176 2.1 -2.7 2.8
C 0.953 -0.726 3.227 2.2 0.4 1.4
C 0.523 -1.951 3.721 -0.2 2.6 -1.9
N -0.567 -2.238 2.959 -0.7 -1.2 -0.7
C -0.697 -1.311 2.036 -2.9 0.5 -0.1
C -1.929 -1.250 1.131 0.6 -1.3 -1.1
N -1.664 -1.921 -0.148 1.4 0.6 -1.3
C -1.395 -3.367 -0.104 0.6 2.2 -1.8
C -2.409 -1.495 -1.359 -1.2 0.6 3.0
C -2.449 0.019 -1.550 -1.3 0.1 -0.6
C -3.682 0.665 -1.729 0.2 0.4 0.4
N -3.344 2.012 -1.910 -1.2 -1.0 -0.3
N -2.019 2.188 -1.947 -1.0 2.8 -0.4
C -1.429 1.072 -1.753 -0.9 -3.5 0.7
C 0.036 0.938 -1.776 2.0 -0.4 -1.4
C 0.853 2.083 -1.860 0.0 0.3 -0.2
C 2.280 2.073 -1.924 -2.1 0.7 0.4
C 2.945 0.879 -1.819 -0.3 -1.0 -1.2
O 4.346 0.951 -1.756 -1.8 -1.1 2.0
C 4.664 0.760 -0.321 1.0 -0.4 -0.2
C 2.151 -0.315 -1.942 -1.0 0.7 -0.6
F 2.813 -1.490 -2.135 -0.5 0.6 0.4
C 0.693 -0.296 -2.017 3.0 1.6 1.7
H 1.033 2.248 3.268 -0.5 -0.5 -1.3
H 0.506 3.093 1.779 -0.3 0.0 0.2
H -0.620 2.245 2.856 -2.2 0.6 0.9
H -0.610 1.022 0.966 -1.9 0.6 -2.1
H 1.165 0.976 0.823 -0.4 -0.1 -0.1
H 1.909 -0.281 3.578 -1.0 0.3 -0.6
H 0.911 -2.538 4.546 -0.2 0.1 -0.3
H -2.249 -0.249 0.906 0.1 0.6 0.0
H -2.798 -1.724 1.576 -0.1 -0.2 0.8
H -1.248 -3.694 -1.157 0.0 -0.1 0.9
H -0.555 -3.588 0.505 1.1 0.0 0.3
H -2.178 -3.843 0.360 -2.3 -1.6 0.8
H -2.023 -1.959 -2.215 0.9 -0.8 -1.2
H -3.456 -1.920 -1.233 0.5 0.8 -0.5
H -4.783 0.255 -1.706 2.6 1.1 0.0
H -3.993 2.786 -2.141 1.1 -0.9 0.3
H 0.232 2.975 -1.973 0.8 0.3 0.3
H 2.885 2.993 -2.033 -0.6 -0.6 0.2
H 5.276 -0.166 -0.230 -0.3 0.8 0.0
H 3.844 0.689 0.410 -0.4 -0.2 -1.0
H 5.175 1.651 0.028 0.6 0.0 -0.2
H 0.176 -1.210 -1.979 -0.5 -1.1 -0.2
```
Positions in Å, forces in eV/Å.

Results
- LUMO level: 0.6643 eV
- ΔE to the lowest compared entry with this formula, charge and spin: 2.8196 eV
- Structure (SMILES): CCn1ccnc1CN(C)Cc1c[nH]nc1-c1ccc(OC)c(F)c1
- HOMO-LUMO gap: 8.731 eV
- HOMO energy: -8.1 eV
- Spin multiplicity: 1



Entry 3:
Below is a structure of composition C40H58BrCaN3O2S3, with properties calculated with wB97M-V/def2-TZVPD.

```
108
Properties=species:S:1:pos:R:3:forces:R:3
Ca -0.132 -2.330 -1.832 0.3 -0.2 -0.6
C -1.023 -5.915 -1.880 0.0 0.0 0.0
N -1.452 -4.681 -1.221 -0.2 0.1 0.1
C -2.823 -4.373 -1.622 0.0 -0.1 0.0
C -1.335 -4.792 0.240 0.0 0.0 0.0
C -0.184 -3.984 0.831 -0.1 0.0 0.1
N -0.263 -2.536 0.608 0.0 0.2 -0.1
C 1.014 -1.939 1.056 -0.1 0.1 0.2
C 1.220 -0.448 0.933 0.0 0.0 0.0
C 1.455 0.273 2.100 0.1 -0.1 0.0
C 1.872 1.594 2.091 0.0 0.1 0.0
C 2.050 2.179 0.832 0.0 0.0 0.1
C 1.820 1.520 -0.361 -0.1 0.0 -0.1
C 1.365 0.158 -0.343 0.2 0.1 0.2
O 1.141 -0.497 -1.431 -0.4 -0.3 0.1
C 2.025 2.214 -1.709 0.0 0.0 0.0
C 2.542 3.649 -1.559 0.0 0.0 0.0
C 0.679 2.286 -2.446 0.0 0.0 0.0
C 3.049 1.446 -2.558 0.0 0.0 0.0
C 2.213 2.390 3.350 0.0 0.0 0.0
C 1.886 1.614 4.627 0.0 0.0 0.0
C 3.715 2.714 3.362 0.0 0.0 0.0
C 1.429 3.710 3.386 0.0 0.0 0.0
C -1.428 -1.943 1.271 0.0 0.0 0.1
C -1.930 -0.599 0.798 0.0 0.0 0.0
C -2.153 0.377 1.757 0.1 0.0 0.0
C -2.790 1.571 1.462 -0.1 0.0 0.0
C -3.191 1.749 0.139 0.1 0.0 0.0
C -2.963 0.830 -0.875 0.1 0.0 -0.1
C -2.330 -0.412 -0.553 -0.1 0.1 -0.1
O -2.161 -1.351 -1.436 0.1 -0.2 0.2
C -3.486 1.176 -2.282 -0.1 0.0 0.0
C -4.994 0.878 -2.321 0.0 0.0 0.0
C -3.276 2.671 -2.585 0.0 0.0 0.0
C -2.818 0.411 -3.434 0.0 0.0 0.0
C -3.070 2.657 2.499 0.0 0.0 0.0
C -2.459 2.315 3.859 0.0 0.0 0.0
C -2.474 3.993 2.030 0.0 0.0 0.0
C -4.585 2.823 2.685 0.0 0.0 0.0
H -1.691 -6.751 -1.609 0.0 0.0 0.0
H 0.001 -6.154 -1.605 0.0 0.0 0.0
H -1.037 -5.780 -2.960 0.0 0.0 0.0
H -3.530 -5.148 -1.278 0.0 0.0 0.0
H -2.871 -4.330 -2.711 0.0 0.0 0.0
H -3.119 -3.399 -1.236 0.0 0.0 0.0
H -1.166 -5.840 0.522 0.0 0.0 0.0
H -2.284 -4.510 0.701 0.0 0.0 0.0
H 0.742 -4.329 0.367 0.0 0.0 0.0
H -0.117 -4.205 1.913 0.0 0.0 0.0
H 1.806 -2.452 0.497 0.0 0.0 0.0
H 1.136 -2.179 2.128 0.1 -0.1 -0.1
H 1.331 -0.252 3.043 0.0 0.0 0.0
H 2.398 3.204 0.796 0.0 0.0 0.0
H 1.847 4.274 -0.992 0.0 0.0 0.0
H 2.653 4.091 -2.553 0.0 0.0 0.0
H 3.518 3.677 -1.067 0.0 0.0 0.0
H -0.023 2.901 -1.876 0.0 0.0 0.0
H 0.258 1.289 -2.561 0.0 0.0 0.0
H 0.809 2.734 -3.437 0.0 0.0 0.0
H 4.011 1.398 -2.042 0.0 0.0 0.0
H 3.194 1.953 -3.518 0.0 0.0 0.0
H 2.709 0.429 -2.735 0.0 0.0 0.0
H 2.470 0.694 4.694 0.0 0.0 0.0
H 0.827 1.351 4.670 0.0 0.0 0.0
H 2.120 2.227 5.503 0.0 0.0 0.0
H 4.301 1.792 3.360 0.0 0.0 0.0
H 3.983 3.297 4.250 0.0 0.0 0.0
H 3.997 3.288 2.478 0.0 0.0 0.0
H 0.357 3.518 3.401 0.0 0.0 0.0
H 1.645 4.323 2.509 0.0 0.0 0.0
H 1.689 4.290 4.279 0.0 0.0 0.0
H -1.222 -1.870 2.354 0.0 0.0 0.0
H -2.254 -2.647 1.161 0.0 0.0 0.0
H -1.805 0.175 2.764 0.0 0.0 0.0
H -3.706 2.669 -0.112 0.0 0.0 0.0
H -5.524 1.458 -1.560 0.0 0.0 0.0
H -5.172 -0.182 -2.128 0.0 0.0 0.0
H -5.412 1.126 -3.303 0.0 0.0 0.0
H -3.903 3.320 -1.970 0.0 0.0 0.0
H -3.530 2.872 -3.630 0.0 0.0 0.0
H -2.233 2.950 -2.426 0.0 0.0 0.0
H -3.031 -0.651 -3.396 0.0 0.0 0.0
H -1.734 0.533 -3.411 0.0 0.0 0.0
H -3.186 0.819 -4.382 0.0 0.0 0.0
H -1.383 2.156 3.778 0.0 0.0 0.0
H -2.904 1.409 4.277 0.0 0.0 0.0
H -2.634 3.134 4.562 0.0 0.0 0.0
H -1.401 3.890 1.857 0.0 0.0 0.0
H -2.637 4.773 2.782 0.0 0.0 0.0
H -2.929 4.324 1.096 0.0 0.0 0.0
H -5.032 1.884 3.017 0.0 0.0 0.0
H -5.063 3.106 1.745 0.0 0.0 0.0
H -4.805 3.598 3.428 0.0 0.0 0.0
S 1.722 -6.088 -4.466 0.0 -0.1 0.0
C 1.402 -4.653 -3.648 0.2 0.1 0.0
S 0.542 -3.352 -4.412 -0.3 0.1 0.0
S 1.944 -4.406 -2.020 0.1 0.1 0.1
Br 5.337 -3.797 -4.079 0.0 0.0 0.0
C 5.232 -2.919 -2.412 0.0 -0.1 0.0
C 6.159 -3.177 -1.424 0.0 0.0 0.0
C 6.007 -2.533 -0.204 0.0 0.0 0.0
C 4.939 -1.662 -0.047 0.0 0.0 0.0
N 4.046 -1.420 -1.002 0.1 0.0 0.0
C 4.177 -2.048 -2.164 0.0 0.0 0.1
H 6.969 -3.872 -1.600 0.0 0.0 0.0
H 6.701 -2.708 0.609 0.0 0.0 0.0
H 4.785 -1.133 0.889 0.0 0.0 0.0
H 3.422 -1.876 -2.923 0.0 0.0 0.1
```
Positions in Å, forces in eV/Å.

Results
- LUMO level: 3.9827 eV
- ΔE to the lowest compared entry with this formula, charge and spin: 0.5059 eV
- Charge: -2
- HOMO-LUMO gap: 5.163 eV
- HOMO energy: -1.2 eV
- Spin multiplicity: 1



Entry 4:
Below is the molecule C4HN3, with properties calculated with wB97M-V/def2-TZVPD.

```
8
Properties=species:S:1:pos:R:3:forces:R:3
N 2.115 1.074 -1.717 -10.8 -4.6 6.0
C 1.042 0.613 -1.080 9.5 3.8 -4.7
C 0.213 0.130 0.102 -3.4 0.3 -1.1
C -0.123 -1.338 0.316 1.2 -4.4 0.4
N 0.020 -2.475 0.672 -1.1 5.3 -1.8
C -1.071 0.989 0.573 -9.3 -1.5 2.6
N -2.309 1.051 0.994 11.5 -0.1 -3.9
H 0.849 0.086 0.894 2.3 1.2 2.5
```
Positions in Å, forces in eV/Å.

Results
- LUMO level: -1.0629 eV
- ΔE to the lowest compared entry with this formula, charge and spin: 3.7483 eV
- Structure (SMILES): N#CC(C#N)C#N
- HOMO-LUMO gap: 11.242 eV
- HOMO energy: -12.3 eV
- Spin multiplicity: 1



Q: Among the records above, which one has the lowest LUMO level?
A: C4HN3



Q: Which value of spin multiplicity does entry 2 give?
A: 1